--- w ---
{
  "formula": "C4H11N2",
  "method": "the ωB97M-V functional and the def2-TZVPD basis",
  "charge": 1,
  "orbital_gap_ev": 10.86,
  "homo_ev": -14.699,
  "lumo_ev": -3.8,
  "species": ["C", "C", "C", "C", "N", "N", "H", "H", "H", "H", "H", "H", "H", "H", "H", "H", "H"],
  "xyz": [[-0.72145, -1.61104, 0.35069], [0.83912, -1.63130, 0.68073], [0.23138, -0.72091, -0.30254], [-0.87529, 0.97699, -1.70045], [0.32297, 1.33091, 1.37679], [0.30002, 0.20091, -1.14050], [-1.12538, -2.47338, -0.17836], [-1.28551, -1.33175, 1.18277], [1.43010, -1.38010, 1.50390], [1.35864, -2.42366, 0.08020], [-1.57612, 0.60312, -0.95381], [-0.67398, 2.02112, -1.46805], [-1.04870, 0.73198, -2.77101], [-0.14437, 1.80673, 2.29635], [0.42095, 2.19355, 0.80713], [1.30121, 1.08640, 1.61212], [1.24641, 0.62042, -1.37597]]
}

--- x ---
{
  "formula": "C4H11N2",
  "method": "the ωB97M-V functional and the def2-TZVPD basis",
  "charge": 1,
  "orbital_gap_ev": 10.37,
  "homo_ev": -13.344,
  "lumo_ev": -3.0,
  "species": ["C", "C", "C", "C", "N", "N", "H", "H", "H", "H", "H", "H", "H", "H", "H", "H", "H"],
  "xyz": [[-0.31146, 1.40536, 0.67522], [0.84132, 0.71525, 0.34033], [-2.51628, 2.57793, 1.12067], [1.67237, -2.34915, -1.35850], [-1.31746, 1.93168, 0.89063], [0.51717, -1.98436, -0.53117], [1.35755, 1.22755, -0.47349], [1.50999, 0.63341, 1.19685], [0.60586, -0.35110, -0.02330], [-3.31372, 1.84028, 1.22918], [-2.44385, 3.17768, 2.02881], [-2.73893, 3.23124, 0.27380], [1.76211, -3.42714, -1.50848], [2.57940, -1.99240, -0.87329], [1.57654, -1.87060, -2.33024], [-0.34010, -2.26006, -0.99899], [0.55950, -2.50557, 0.34198]]
}

Which is the most stable structure? x is the most stable.

--- w ---
{
  "formula": "C4H11N2",
  "method": "the ωB97M-V functional and the def2-TZVPD basis",
  "charge": 1,
  "orbital_gap_ev": 10.62,
  "homo_ev": -14.729,
  "lumo_ev": -4.1,
  "species": ["C", "C", "C", "C", "N", "N", "H", "H", "H", "H", "H", "H", "H", "H", "H", "H", "H"],
  "xyz": [[-1.98291, 0.36951, 0.08356], [-3.35941, 0.12698, -0.26874], [3.38731, 0.18179, -0.33702], [1.88554, 0.10408, -0.23947], [-1.11530, -0.50288, 0.36927], [1.36770, -0.17814, 0.90904], [-1.64409, 1.40608, -0.00509], [-3.96361, 0.99163, -0.67193], [-3.94154, -0.47617, 0.36744], [-3.44503, -0.73308, -1.08361], [3.86709, 0.70139, -1.18990], [3.68835, 0.55322, 0.59759], [3.70676, -0.87584, -0.36251], [1.15660, 0.49512, -1.01661], [-1.52675, -1.42011, 0.55578], [-0.09220, -0.38087, 0.59688], [2.01152, -0.36273, 1.69533]]
}

--- x ---
{
  "formula": "C4H11N2",
  "method": "the ωB97M-V functional and the def2-TZVPD basis",
  "charge": 1,
  "orbital_gap_ev": 10.02,
  "homo_ev": -13.797,
  "lumo_ev": -3.8,
  "species": ["C", "C", "C", "C", "N", "N", "H", "H", "H", "H", "H", "H", "H", "H", "H", "H", "H"],
  "xyz": [[0.01285, 0.97301, -0.98073], [0.69352, 0.67394, 0.29590], [-0.62079, -0.06096, -0.05153], [-0.36361, -1.53359, -0.43512], [2.54843, -0.13374, 0.32745], [-1.74372, 0.25528, 0.70159], [-0.58604, 1.94500, -1.02588], [0.51965, 0.65605, -1.94704], [0.74400, 1.45600, 0.94880], [-0.27559, -2.17766, 0.51254], [0.51786, -1.70813, -0.92500], [-1.26184, -1.88818, -0.91478], [2.98845, 0.50310, -0.26700], [2.79762, 0.07899, 1.27586], [-1.79174, -0.59150, 1.27099], [-2.54107, 0.35873, 0.10250], [-1.63798, 1.19367, 1.11145]]
}

Which is the most stable structure? w is the most stable.

--- w ---
{
  "formula": "C3H14NO4",
  "method": "the ωB97M-V functional and the def2-TZVPD basis",
  "charge": -1,
  "orbital_gap_ev": 8.03,
  "homo_ev": -4.622,
  "lumo_ev": 3.4,
  "species": ["C", "N", "C", "C", "O", "H", "H", "H", "H", "H", "H", "H", "H", "H", "H", "O", "H", "H", "O", "H", "H", "O"],
  "xyz": [[3.80996, -0.38576, -0.49105], [2.52322, -0.70766, -1.07294], [1.44710, 0.41398, -0.37351], [0.03896, -0.20148, -0.45431], [-0.71617, 0.30637, 0.61782], [4.42736, 0.35249, -1.03052], [4.38607, -1.31739, -0.48269], [3.79227, -0.07631, 0.56232], [2.03052, 0.14406, -1.53622], [1.43021, 1.43294, -0.79979], [1.68245, 0.56844, 0.68218], [0.16770, -1.26783, -0.27587], [-0.37755, 0.16869, -1.40210], [-1.72652, 0.07314, 0.57198], [-3.38914, 0.63617, 0.64640], [-3.19410, -0.30127, 0.65765], [-0.08830, 1.46538, 1.74059], [0.16416, 1.19328, 3.23261], [0.26696, 1.87561, 2.56378], [-3.43666, -1.15200, -0.84107], [-2.48296, -0.74994, -1.89525], [-3.27684, -1.28253, -1.82660]]
}

--- x ---
{
  "formula": "C3H14NO4",
  "method": "the ωB97M-V functional and the def2-TZVPD basis",
  "charge": -1,
  "orbital_gap_ev": 8.37,
  "homo_ev": -4.469,
  "lumo_ev": 3.9,
  "species": ["C", "N", "C", "O", "C", "H", "H", "H", "H", "H", "H", "H", "H", "H", "H", "O", "H", "H", "O", "H", "H", "O"],
  "xyz": [[0.47922, -0.85888, -0.27996], [0.61419, 0.51736, 0.18224], [-0.41286, 1.41352, -0.42087], [-1.69745, 1.12224, -0.09948], [1.28829, -1.83165, 0.55729], [0.74609, -0.91482, -1.33986], [-0.54079, -1.16166, -0.20829], [0.40765, 0.49818, 1.17895], [-0.13198, 2.42768, -0.07017], [-0.21618, 1.38258, -1.50714], [2.35529, -1.65431, 0.52927], [0.97760, -1.71115, 1.58984], [1.09747, -2.85829, 0.26678], [3.14825, 2.24368, -0.44487], [2.17895, 1.05926, 0.04532], [3.14166, 1.32752, -0.16365], [-2.60627, -0.19039, 2.44605], [-1.67674, 0.32663, 1.30006], [-1.70381, -0.25495, 2.13164], [-2.72681, -1.03802, -1.97705], [-2.17139, 0.29628, -1.44455], [-2.55038, -0.14079, -2.27153]]
}

Which is the most stable structure? x is the most stable.

--- w ---
{
  "formula": "C2H15N2O4",
  "method": "the ωB97M-V functional and the def2-TZVPD basis",
  "charge": 1,
  "orbital_gap_ev": 11.72,
  "homo_ev": -14.242,
  "lumo_ev": -2.5,
  "species": ["C", "N", "C", "N", "H", "H", "H", "H", "H", "H", "H", "H", "H", "O", "H", "H", "O", "H", "H", "O", "H", "H", "O"],
  "xyz": [[-1.05020, 3.37388, -0.56859], [-0.54727, 2.01689, -0.26539], [-1.18175, 0.91260, -0.50550], [-0.59656, -0.25202, -0.38304], [-0.84458, 4.14673, 0.16376], [-2.13279, 3.30217, -0.67891], [-0.62486, 3.62521, -1.52691], [0.33475, 2.06662, 0.22154], [-2.11998, 0.88616, -0.99547], [0.35647, -0.31868, -0.07194], [-0.99771, -1.13934, -0.65484], [3.17870, 0.65466, 0.36930], [2.72558, 1.05908, 1.68093], [2.35527, 0.94573, 0.79382], [-0.26074, -3.80473, 0.31384], [-1.20542, -2.99723, 1.08070], [-1.14019, -3.41919, 0.21021], [4.98006, -1.42836, 1.35603], [4.33066, -2.63088, 0.71555], [4.37605, -1.67144, 0.64564], [-3.10699, -2.27852, -0.06104], [-3.76376, -1.57174, -1.24764], [-3.06474, -1.47760, -0.59206]]
}

--- x ---
{
  "formula": "C2H15N2O4",
  "method": "the ωB97M-V functional and the def2-TZVPD basis",
  "charge": 1,
  "orbital_gap_ev": 8.88,
  "homo_ev": -11.972,
  "lumo_ev": -3.1,
  "species": ["C", "C", "N", "N", "H", "H", "H", "H", "H", "H", "H", "H", "H", "O", "H", "H", "O", "H", "H", "O", "H", "H", "O"],
  "xyz": [[-0.17979, -0.22219, -0.87494], [0.47540, 0.68999, -1.65282], [1.65297, 1.09229, -1.13713], [-1.25815, -1.08281, -1.27687], [0.36720, -0.53697, 0.01303], [0.14373, 1.04440, -2.61348], [2.15234, 1.86842, -1.73339], [1.94876, 0.60841, -0.30479], [-1.87521, -1.46997, -0.60658], [-0.61092, -1.87537, -1.67592], [-1.97198, -0.70247, -2.00610], [3.86568, -0.38612, 0.97735], [3.83683, 0.60207, 2.01454], [3.54699, 0.49188, 1.01798], [-1.98239, 2.68655, -0.27669], [-0.52474, 2.13856, -0.07495], [-1.50219, 1.84535, -0.31438], [0.35554, -2.10049, 2.77138], [1.77944, -2.07961, 3.44606], [0.92530, -2.38416, 3.50439], [-4.53254, -0.09120, -0.20617], [-3.09284, 0.46787, -0.10452], [-3.51963, -0.33397, -0.15239]]
}

Which is the most stable structure? w is the most stable.